{"formula": "C11H21GaIN3O2P2", "method": "ωB97M-V/def2-TZVPD", "e_homo_ev": -13.8, "energy_ha": -3651.07057, "gap_ev": 5.5, "e_above_lowest_kj_mol": 0.0, "total_charge": 2, "fmax_ev_per_a": 6.00, "elements": ["H", "C", "H", "I", "C", "Ga", "C", "H", "C", "H", "H", "H", "H", "H", "N", "C", "H", "H", "H", "N", "O", "H", "H", "C", "H", "P", "C", "H", "P", "H", "H", "H", "H", "C", "H", "C", "N", "C", "H", "C", "O"], "xyz": [[3.153, 1.045, -2.427], [3.023, -1.750, 0.101], [-4.200, 1.133, 0.512], [-0.012, -1.339, -2.995], [-3.245, 0.073, -2.070], [-0.006, -0.064, -0.602], [0.004, 0.456, -4.824], [0.004, 0.596, -6.920], [0.022, 1.999, -0.458], [2.821, -0.658, -2.831], [-2.799, -1.879, 1.160], [4.105, -1.798, 0.000], [2.760, -1.930, 1.156], [4.308, -0.233, -1.909], [-0.011, -1.066, 3.928], [-0.011, -0.681, 2.738], [2.826, 2.125, 0.176], [-4.311, -0.157, -1.902], [2.795, 1.056, 1.599], [0.012, -0.513, 1.553], [0.015, 1.591, -4.438], [-4.136, -1.716, 0.004], [-2.638, -2.528, -0.483], [-0.005, -0.508, 5.095], [-2.836, -0.610, -2.825], [-2.378, -0.100, -0.480], [3.131, 1.141, 0.559], [2.588, -2.576, -0.489], [2.378, -0.142, -0.484], [4.224, 1.057, 0.512], [-0.914, -0.798, -6.247], [-2.786, 2.177, 0.174], [-2.771, 1.109, 1.598], [-3.106, 1.198, 0.558], [0.900, -0.813, -6.248], [-3.054, -1.691, 0.105], [-0.011, -0.084, 6.191], [3.246, 0.016, -2.077], [-3.136, 1.098, -2.423], [-0.002, -0.187, -6.144], [0.031, 3.145, -0.351]], "mulliken_charge": [0.355, -1.206, 0.445, -0.096, -1.168, 0.941, 0.642, 0.360, 0.567, 0.307, 0.348, 0.465, 0.347, 0.462, -0.522, 0.551, 0.391, 0.462, 0.342, -0.285, -0.298, 0.465, 0.362, 0.428, 0.312, 0.342, -1.182, 0.361, 0.344, 0.445, 0.357, 0.392, 0.344, -1.184, 0.357, -1.208, -0.418, -1.159, 0.356, -0.930, -0.194]}

***

{"formula": "C11H21KN2O3P", "method": "ωB97M-V/def2-TZVPD", "e_homo_ev": -11.5, "energy_ha": -1708.18143, "gap_ev": 8.7, "e_above_lowest_kj_mol": 0.0, "total_charge": 1, "fmax_ev_per_a": 0.22, "elements": ["O", "H", "H", "H", "H", "N", "C", "H", "C", "K", "C", "H", "C", "H", "C", "O", "H", "H", "H", "H", "H", "C", "C", "H", "O", "H", "H", "C", "C", "H", "H", "N", "H", "P", "H", "H", "H", "C", "C"], "xyz": [[1.624, -1.885, -2.292], [-2.424, 1.015, 0.476], [1.791, -3.561, -3.424], [-4.527, 3.122, 4.984], [-0.812, -3.067, -1.874], [-4.479, 2.447, 4.245], [0.005, -3.706, -2.213], [4.813, -0.011, -1.105], [4.540, -0.348, -2.105], [0.369, 2.404, -0.773], [-0.257, -1.513, 1.267], [-0.769, -2.311, 0.730], [3.416, 0.496, -2.659], [5.419, -0.264, -2.746], [0.820, -0.899, 0.407], [2.268, 0.437, -1.780], [-2.485, 4.227, 4.133], [4.243, -1.394, -2.054], [-0.990, -0.769, 1.579], [0.506, -4.130, -1.343], [-5.216, 1.768, 4.185], [-1.552, 3.513, 2.355], [-3.516, 2.516, 3.298], [1.332, -0.088, 0.931], [0.210, -0.349, -0.795], [0.196, -1.940, 2.163], [0.485, -2.483, -3.930], [-2.460, 1.722, 1.299], [-2.511, 3.493, 3.339], [-4.211, 0.830, 2.131], [-0.777, 4.271, 2.390], [-1.494, 2.650, 1.331], [1.568, -1.637, 0.119], [0.948, -0.421, -2.245], [3.707, 1.544, -2.731], [-0.423, -4.524, -2.794], [3.130, 0.159, -3.659], [-3.467, 1.610, 2.229], [0.982, -2.928, -3.065]], "mulliken_charge": [-0.141, 0.526, 0.296, 0.190, 0.172, -0.466, -0.960, 0.292, -1.064, 0.988, -1.184, 0.277, -0.293, 0.396, 0.024, -0.309, 0.320, 0.239, 0.197, 0.277, 0.195, -0.547, 1.100, 0.305, -0.137, 0.403, 0.389, -0.583, -0.516, 0.301, 0.331, -0.270, 0.301, -0.151, 0.331, 0.423, 0.310, -0.554, -0.411]}

***

{"formula": "C11H21N2", "method": "ωB97M-V/def2-TZVPD", "e_homo_ev": [-9.6, -12.9], "s2": 2.026, "energy_ha": -540.83857, "spin_multiplicity": 3, "gap_ev": [7.1, 7.0], "e_above_lowest_kj_mol": 0.0, "total_charge": 1, "fmax_ev_per_a": 7.43, "elements": ["H", "C", "H", "H", "H", "C", "C", "H", "N", "N", "H", "H", "H", "H", "H", "H", "C", "C", "C", "H", "C", "H", "H", "H", "C", "H", "H", "H", "H", "C", "H", "H", "C", "C"], "xyz": [[0.475, -1.815, -1.935], [-2.503, 1.001, 0.078], [2.300, 1.239, 2.332], [2.194, -3.656, 0.094], [-1.386, 3.098, 1.143], [-1.163, 1.619, -1.969], [2.724, -2.654, 0.028], [-2.146, 1.491, -2.301], [2.197, -0.574, 1.096], [-0.142, 0.997, 0.142], [0.706, -3.464, -1.268], [-2.531, 0.027, -0.409], [-0.686, 0.564, -2.150], [-2.617, 0.828, 1.095], [3.490, -2.676, 0.735], [-1.662, -2.201, 0.971], [-1.269, 1.784, -0.469], [0.595, 1.316, 1.238], [-1.220, 3.240, 0.116], [3.284, -0.564, 1.213], [-0.658, -1.804, 1.096], [-3.318, 1.622, -0.164], [0.500, 2.301, 1.743], [0.069, 0.222, -0.513], [0.345, -1.972, 0.190], [-0.298, -1.410, 2.016], [-0.278, 3.665, -0.131], [-1.977, 4.011, -0.225], [-0.702, 2.420, -2.467], [0.076, -2.496, -1.209], [3.103, -2.526, -0.986], [-0.985, -2.547, -1.260], [1.726, 0.567, 1.653], [1.755, -1.655, 0.475]], "mulliken_charge": [0.280, -1.576, 0.301, 0.386, 0.523, -1.354, -1.742, 0.431, -0.050, 0.108, 0.336, 0.377, 0.303, 0.377, 0.552, 0.430, 1.319, -0.066, -1.847, 0.350, -1.082, 0.552, 0.380, 0.024, 0.185, 0.337, 0.493, 0.322, 0.359, -1.214, 0.271, 0.434, -0.386, 0.887]}

***

{"formula": "C11H21NO6", "method": "ωB97M-V/def2-TZVPD", "e_homo_ev": -7.9, "energy_ha": -937.89041, "gap_ev": 8.2, "e_above_lowest_kj_mol": 59.7, "total_charge": 0, "fmax_ev_per_a": 4.63, "elements": ["C", "H", "H", "O", "C", "H", "H", "H", "O", "H", "C", "C", "O", "C", "H", "C", "H", "H", "H", "H", "H", "H", "H", "H", "C", "H", "C", "H", "C", "H", "N", "H", "C", "O", "C", "H", "O", "O", "H"], "xyz": [[1.208, -0.758, 1.300], [0.093, 1.315, 4.478], [0.491, -1.210, -4.108], [0.004, -1.667, -1.327], [-2.483, -0.914, -3.859], [2.113, 1.188, 1.260], [2.493, 0.641, 5.018], [-0.735, 2.961, 3.041], [0.128, -3.336, -2.717], [1.697, -1.092, 0.388], [2.216, 1.222, 4.136], [1.100, 0.759, 1.298], [0.898, -1.176, -3.228], [0.774, 0.892, 3.734], [0.604, 1.049, 0.367], [0.310, -2.026, -2.376], [-0.309, -2.965, -4.714], [2.932, 0.979, 3.349], [1.909, 3.430, 1.546], [-0.682, -4.553, -4.113], [0.637, -0.189, 3.830], [1.802, -1.125, 2.140], [-2.298, -0.287, -1.853], [-3.312, 0.755, -2.877], [-3.067, -0.274, -2.627], [-3.979, -0.746, -2.265], [-2.171, -3.169, -3.538], [0.719, 4.679, 1.887], [1.107, 3.716, 2.228], [1.532, 3.879, 3.218], [0.327, 1.285, 2.409], [2.335, 2.273, 4.399], [-0.027, 2.686, 2.254], [-2.714, -3.758, -2.719], [-0.711, -3.499, -3.845], [0.224, -1.222, 1.341], [-2.841, -2.203, -4.261], [-1.734, -0.321, -4.517], [-0.592, 2.782, 1.321]], "mulliken_charge": [-1.415, 0.355, 0.340, -0.367, 0.689, 0.196, 0.369, 0.357, -0.361, 0.346, -0.973, -0.336, -0.434, -0.709, 0.480, 0.556, 0.386, 0.255, 0.275, 0.322, 0.369, 0.389, 0.137, 0.342, -0.819, 0.333, 0.532, 0.399, -0.974, 0.221, 0.114, 0.276, -0.691, -0.371, -0.499, 0.303, -0.334, -0.442, 0.386]}

***

{"formula": "C11H21O", "method": "ωB97M-V/def2-TZVPD", "e_homo_ev": -14.3, "energy_ha": -506.59754, "gap_ev": 9.2, "e_above_lowest_kj_mol": 221.8, "total_charge": 1, "fmax_ev_per_a": 4.34, "elements": ["C", "C", "H", "H", "H", "H", "H", "C", "H", "H", "H", "H", "C", "H", "C", "H", "H", "H", "H", "H", "H", "H", "O", "C", "C", "C", "H", "C", "H", "C", "H", "C", "H"], "xyz": [[1.251, 2.851, 0.083], [-1.133, -1.434, 1.159], [2.273, 0.000, -0.119], [0.617, 0.871, 1.573], [0.138, -4.127, -0.550], [2.146, 2.400, -0.242], [1.198, 3.010, 1.123], [0.034, 1.957, -0.312], [1.558, -2.040, 0.992], [0.893, -0.082, -1.234], [-1.038, 3.440, 0.904], [0.387, 0.058, -3.088], [-0.553, -3.717, 0.222], [-0.821, -1.870, -0.919], [1.098, -0.325, -0.066], [-2.042, -1.936, 1.385], [-1.548, 3.374, -0.745], [-2.069, 2.272, 0.351], [-1.634, 0.549, 1.746], [1.218, 3.881, -0.360], [1.605, -2.294, -0.836], [-0.220, -3.982, 1.269], [-0.183, 1.495, -1.634], [1.021, -1.804, 0.030], [0.148, 0.633, 0.569], [0.747, 0.746, -2.247], [-1.998, -0.022, 0.110], [-1.283, -0.030, 0.916], [1.703, 1.189, -2.271], [-0.424, -2.214, 0.050], [-0.426, -1.552, 1.947], [-1.117, 2.794, 0.072], [-1.547, -4.093, 0.121]], "mulliken_charge": [-1.668, -1.464, 0.328, 0.414, 0.371, 0.393, 0.486, 1.561, 0.332, -0.240, 0.397, 0.272, -1.524, 0.268, 0.447, 0.499, 0.439, 0.391, 0.539, 0.410, 0.374, 0.306, -0.335, -1.171, 0.202, -0.560, 0.412, -0.986, 0.400, 0.728, 0.431, -1.866, 0.416]}

***

{"formula": "C11H22AlBr2ClCsF6LiN2O6P", "method": "ωB97M-V/def2-TZVPD", "e_homo_ev": -10.6, "energy_ha": -7811.55198, "gap_ev": 2.1, "total_charge": 1, "fmax_ev_per_a": 15.07, "elements": ["C", "C", "F", "H", "C", "H", "C", "C", "O", "H", "H", "C", "H", "H", "Br", "H", "N", "Cl", "F", "H", "H", "H", "C", "N", "H", "Cs", "C", "H", "H", "O", "O", "Br", "C", "H", "H", "O", "C", "C", "O", "P", "H", "F", "O", "H", "F", "F", "H", "H", "H", "H", "Li", "H", "F", "Al"], "xyz": [[-1.762, -2.299, -1.925], [-1.320, 5.095, 0.930], [4.722, -5.475, -6.913], [-1.090, 6.101, 1.307], [-1.753, -0.803, -1.669], [1.446, 4.306, 1.644], [0.512, -1.797, 6.194], [1.868, 4.208, 0.604], [-1.888, -0.343, -0.525], [1.938, 3.103, 0.404], [0.813, -1.575, 2.982], [0.899, -1.658, 8.478], [-0.512, 2.380, -0.893], [-1.563, 1.142, -2.558], [1.682, 2.355, -3.528], [-3.189, 4.566, 1.682], [-0.530, 4.389, 0.122], [-1.399, -3.811, 1.722], [2.970, -4.382, -6.070], [-2.582, -2.557, -2.598], [-0.699, -1.347, 3.895], [-0.811, -2.614, -2.356], [0.260, -1.871, 3.882], [-2.399, 4.286, 1.101], [0.908, 4.508, -1.418], [-0.503, -4.210, -2.366], [-0.992, 3.129, -0.248], [0.788, 5.955, -0.314], [-1.906, -2.829, -0.976], [-3.471, 2.521, -2.930], [1.061, -1.494, 5.000], [-3.905, -0.324, -2.144], [0.818, 4.845, -0.365], [-2.979, 2.273, 0.357], [-2.333, -0.037, -3.604], [3.112, 4.880, 0.594], [-1.546, 0.105, -2.884], [-2.253, 3.106, 0.417], [-0.547, -2.330, 6.359], [3.195, -5.934, -6.564], [0.772, -2.728, 8.639], [4.095, -7.184, -6.025], [1.353, -1.398, 7.145], [-0.031, -1.127, 8.678], [2.170, -7.071, -7.133], [2.819, -5.387, -8.056], [-3.441, 2.608, -1.970], [0.104, -2.947, 3.846], [3.521, 4.689, 1.452], [1.663, -1.293, 9.161], [1.126, 0.162, 2.075], [-0.565, -0.113, -3.344], [2.372, -6.093, -5.153], [-1.017, 2.318, -4.141]], "mulliken_charge": [-2.836, -0.136, -0.318, 0.419, 1.247, 0.357, 0.702, -0.175, -0.645, 0.168, 0.181, -0.625, 0.679, 0.239, -0.411, 0.254, 0.033, -0.702, -0.339, 0.618, 0.482, 1.149, -0.911, -0.103, 0.180, 1.103, -0.275, 0.346, 0.254, -0.567, -0.268, -0.186, -0.619, 0.549, 0.572, -0.499, -1.190, -0.514, -0.490, 0.936, 0.303, -0.316, -0.327, 0.299, -0.316, -0.318, 0.262, 0.302, 0.330, 0.223, 1.034, 0.543, -0.332, 0.654]}